Entry from the Open Molecules 2025 dataset: a gas-phase ion, C6H13N2S (charge +1) in a non-equilibrium geometry (wB97M-V/def2-TZVPD).

Each line ends with the natural charge from an NBO analysis.
Positions of all 22 atoms, in Å:
S (-0.151, 1.752, -0.196)  0.280
N (-2.217, 0.095, 0.864)  -0.572
N (-0.917, -1.310, -0.570)  -0.621
C (2.293, 0.792, -0.595)  -0.647
C (-1.781, 1.055, -0.243)  -0.226
C (0.965, 0.216, 0.092)  -0.083
C (0.447, -0.812, -0.890)  -0.281
C (-1.939, -0.362, -0.593)  0.133
C (1.231, -0.160, 1.511)  -0.642
H (2.208, 1.119, -1.722)  0.245
H (-3.179, 0.063, 1.161)  0.435
H (1.996, -1.067, 1.607)  0.257
H (-2.441, 1.719, -0.692)  0.271
H (0.232, -0.562, 1.920)  0.185
H (2.951, -0.054, -0.472)  0.227
H (0.646, -0.295, -1.921)  0.226
H (2.713, 1.736, -0.025)  0.242
H (-2.952, -0.765, -0.968)  0.243
H (1.138, -1.761, -0.714)  0.239
H (1.555, 0.778, 1.958)  0.249
H (-1.270, -2.080, -1.062)  0.406
H (-1.527, -0.096, 1.551)  0.435

Values from the calculation:
HOMO-LUMO gap ... 10.3 eV
Net charge ... +1
LUMO energy ... -3.0 eV
E ... -20239.5064 eV
SMILES ... CC1(C)CN[C@H]2[NH2+][C@H]2S1
HOMO level ... -0.491 Eh

Entry from the Open Molecules 2025 dataset: a molecular structure, C6H13N2S3 in a non-equilibrium geometry (wB97M-V/def2-TZVPD).

Each line ends with the natural charge from an NBO analysis.
Positions of all 24 atoms, in Å:
S (-0.171, -2.122, 0.876)  0.507
S (3.583, -0.416, -0.667)  0.357
S (-1.398, -1.549, -1.857)  0.314
N (2.428, -2.563, 1.647)  -0.710
N (-2.170, 1.403, 1.054)  -1.096
C (-2.961, -1.372, -0.989)  -0.792
C (1.439, -2.008, 1.007)  0.093
C (0.830, -0.343, -0.918)  -0.274
C (1.979, -0.724, -0.445)  -0.157
C (-0.449, -0.886, -0.451)  -0.542
C (3.764, 1.375, -0.827)  -0.748
H (-1.985, 1.330, 2.036)  0.378
H (3.383, -2.430, 1.504)  0.425
H (0.975, 0.406, -1.773)  0.286
H (-1.198, -0.293, 0.136)  0.333
H (4.772, 1.586, -0.679)  0.252
H (2.355, -3.305, 2.316)  0.416
H (3.421, 1.831, 0.090)  0.243
H (-3.229, -2.119, -0.248)  0.223
H (-3.839, -1.370, -1.756)  0.261
H (-3.057, -0.584, -0.296)  0.222
H (-1.900, 2.278, 0.660)  0.383
H (-3.128, 1.187, 0.860)  0.372
H (3.376, 1.795, -1.867)  0.252

Values from the calculation:
HOMO-LUMO gap ... 8.8 eV
Net charge ... +1
LUMO energy ... -3.4 eV
E ... -41909.2966 eV
HOMO level ... -0.448 Eh

Entry from the Open Molecules 2025 dataset: a gas-phase ion, C6H13N2Si (charge +1) in a non-equilibrium geometry (wB97M-V/def2-TZVPD).

Each line ends with the natural charge from an NBO analysis.
Positions of all 22 atoms, in Å:
Si (-1.839, -0.498, -0.246)  1.504
N (-0.651, 0.730, -0.486)  -0.836
N (-0.471, -1.731, -0.035)  -0.596
C (1.436, 1.127, 0.586)  -0.367
C (-0.408, -3.133, 0.287)  -0.414
C (0.845, -1.125, -0.268)  0.328
C (0.740, 0.263, -0.519)  -0.149
C (0.881, 2.462, 0.195)  -0.425
C (-0.565, 2.091, -0.366)  -0.228
H (1.178, 0.419, -1.530)  0.263
H (-1.278, -3.566, -0.100)  0.229
H (-0.928, 2.656, -1.213)  0.210
H (2.470, 0.972, 0.601)  0.240
H (0.853, 0.732, 1.525)  0.212
H (-2.578, -0.500, 1.031)  -0.166
H (1.539, 3.024, -0.534)  0.236
H (-0.310, -3.148, 1.325)  0.230
H (-2.717, -0.730, -1.368)  -0.163
H (-1.313, 2.613, 0.366)  0.203
H (1.571, -1.816, -0.112)  0.225
H (0.674, 3.194, 1.063)  0.245
H (0.456, -3.548, -0.313)  0.217

Values from the calculation:
HOMO-LUMO gap ... 7.9 eV
Net charge ... +1
LUMO energy ... -5.1 eV
E ... -17282.6144 eV
SMILES ... C[N+]1=C[C@@H]2CCCN2[SiH2]1
HOMO level ... -0.476 Eh

Entry from the Open Molecules 2025 dataset: a single C6H13N3 molecule in a non-equilibrium geometry (wB97M-V/def2-TZVPD).

Each line ends with the natural charge from an NBO analysis.
Positions of all 22 atoms, in Å:
N (0.836, 1.047, 0.155)  -0.574
N (0.080, -0.327, 2.091)  -0.658
N (-1.057, -2.061, 0.600)  -0.851
C (-1.664, 1.180, 1.015)  -0.660
C (-0.371, 0.413, 1.051)  0.316
C (1.062, -1.389, -1.461)  -0.699
C (0.570, 1.809, -1.057)  -0.433
C (-0.046, -1.067, 0.849)  0.062
C (1.115, -1.021, -0.024)  0.199
H (1.399, 1.587, 0.813)  0.379
H (1.430, -2.416, -1.574)  0.251
H (-1.540, 2.108, 1.583)  0.224
H (-0.828, -2.969, 0.990)  0.359
H (0.046, -1.346, -1.850)  0.240
H (-0.002, 1.192, -1.751)  0.199
H (1.718, -0.753, -2.061)  0.229
H (1.521, 2.077, -1.527)  0.204
H (-2.441, 0.595, 1.503)  0.234
H (-0.004, 2.724, -0.873)  0.199
H (-1.988, 1.434, 0.003)  0.205
H (2.088, -1.006, 0.457)  0.206
H (-1.923, -1.809, 1.066)  0.370

Values from the calculation:
HOMO-LUMO gap (spin up / spin down) ... 7.3 / 7.3 eV
LUMO energy (spin up / spin down) ... 0.3 / 0.3 eV
E ... -10898.6453 eV
HOMO level (spin up / spin down) ... -0.255 / -0.255 Eh

Entry from the Open Molecules 2025 dataset: 3 unconnected molecules or ions with the total composition C6H13N3 in a non-equilibrium geometry (wB97M-V/def2-TZVPD).

Each line ends with the natural charge from an NBO analysis.
Positions of all 22 atoms, in Å:
N (-2.991, 0.387, 0.638)  -0.702
N (0.624, -1.578, 0.939)  -0.738
N (-0.168, 0.585, 0.119)  -0.451
C (-2.143, -0.295, 0.037)  0.397
C (0.422, -0.409, 0.616)  0.630
C (-2.336, -1.442, -0.909)  -0.736
C (2.911, -0.120, -0.942)  -0.664
C (2.397, 0.535, 0.296)  -0.372
C (-0.361, 1.890, 0.732)  -0.424
H (2.328, 1.616, 0.272)  0.173
H (-1.431, 2.106, 0.735)  0.244
H (-2.199, -2.398, -0.399)  0.235
H (0.156, 2.641, 0.138)  0.205
H (2.760, 0.166, 1.248)  0.192
H (2.355, 0.208, -1.823)  0.207
H (-0.013, 1.942, 1.766)  0.197
H (-3.348, -1.430, -1.340)  0.217
H (-3.986, 0.212, 0.411)  0.348
H (-0.193, -2.143, 1.143)  0.366
H (-1.591, -1.388, -1.704)  0.242
H (3.972, 0.120, -1.106)  0.212
H (2.836, -1.206, -0.866)  0.221

Values from the calculation:
HOMO-LUMO gap (spin up / spin down) ... 7.2 / 7.7 eV
LUMO energy (spin up / spin down) ... 0.3 / 0.4 eV
E ... -10897.4031 eV
HOMO level (spin up / spin down) ... -0.253 / -0.269 Eh

Entry from the Open Molecules 2025 dataset: a single C6H13N3 molecule in a non-equilibrium geometry (wB97M-V/def2-TZVPD).

Each line ends with the natural charge from an NBO analysis.
Positions of all 22 atoms, in Å:
N (0.454, 0.038, 0.023)  -0.299
N (-2.611, -0.461, -0.307)  -0.509
N (-0.586, 0.924, -0.228)  -0.305
C (-2.076, -1.564, 0.496)  -0.457
C (-1.952, 0.636, -0.468)  0.270
C (2.244, -1.002, 0.014)  -0.413
C (1.886, 0.486, 0.108)  -0.210
C (0.889, -1.254, -0.626)  -0.200
C (-0.287, 2.321, 0.195)  -0.404
H (2.236, 1.077, -0.739)  0.170
H (0.567, 2.688, -0.379)  0.194
H (2.209, 0.969, 1.030)  0.195
H (0.265, -2.179, -0.474)  0.214
H (3.148, -1.310, -0.500)  0.214
H (0.987, -1.056, -1.713)  0.164
H (-1.904, -2.499, -0.086)  0.190
H (2.288, -1.412, 1.041)  0.208
H (-2.462, 1.550, -0.919)  0.173
H (-1.222, -1.352, 1.172)  0.192
H (-1.182, 2.905, -0.049)  0.216
H (-2.887, -1.888, 1.133)  0.202
H (-0.003, 2.386, 1.277)  0.192

Values from the calculation:
HOMO-LUMO gap ... 7.9 eV
LUMO energy ... 0.9 eV
E ... -10899.4278 eV
SMILES ... C/N=C\N(C)N1CCC1
HOMO level ... -0.258 Eh

Entry from the Open Molecules 2025 dataset: a gas-phase ion, C6H13N3 (charge +2) in a non-equilibrium geometry (wB97M-V/def2-TZVPD).

Each line ends with the natural charge from an NBO analysis.
Positions of all 22 atoms, in Å:
N (-0.495, -1.370, 0.464)  -0.578
N (1.777, -1.017, -0.188)  -0.488
N (1.759, 1.350, 0.261)  -0.509
C (-1.353, -0.287, 0.121)  0.605
C (0.530, 1.263, 0.531)  0.037
C (-2.352, 0.242, 1.049)  -0.777
C (2.414, 0.307, -0.432)  -0.048
C (0.711, -1.681, 0.196)  0.439
C (-1.329, 0.194, -1.289)  -0.702
H (2.228, 2.258, 0.072)  0.441
H (0.919, -2.692, 0.140)  0.249
H (-2.584, 1.326, 0.797)  0.302
H (-0.029, 2.150, 1.020)  0.218
H (-1.103, -2.089, 0.695)  0.446
H (-0.400, 0.689, -1.536)  0.267
H (3.388, 0.372, -0.064)  0.256
H (2.499, -1.639, -0.067)  0.433
H (-1.301, -0.694, -1.836)  0.264
H (-2.143, 0.842, -1.396)  0.273
H (2.409, 0.422, -1.510)  0.248
H (-2.168, 0.290, 2.075)  0.289
H (-3.378, -0.236, 0.900)  0.336

Values from the calculation:
HOMO-LUMO gap ... 8.0 eV
Net charge ... +2
LUMO energy ... -9.6 eV
E ... -10881.1199 eV
HOMO level ... -0.647 Eh

Entry from the Open Molecules 2025 dataset: 3 unconnected molecules or ions with the total composition C6H13N4 in a non-equilibrium geometry (wB97M-V/def2-TZVPD).

Each line ends with the natural charge from an NBO analysis.
Positions of all 23 atoms, in Å:
N (3.098, -1.716, -0.173)  -0.377
N (-0.593, 0.820, 0.199)  -0.748
N (-0.066, 3.534, -0.292)  -1.101
N (1.251, -0.478, -0.349)  -0.457
C (-0.019, -0.307, -0.089)  0.558
C (2.257, 0.288, 0.250)  -0.112
C (-1.614, -1.947, 0.274)  -0.178
C (3.372, -0.466, 0.229)  -0.028
C (-3.013, -1.704, -0.026)  -0.718
C (1.848, -1.682, -0.558)  0.221
H (1.317, -2.568, -0.981)  0.225
H (0.520, 3.897, 0.443)  0.372
H (-1.283, -1.826, 1.343)  0.223
H (-1.162, -2.906, -0.260)  0.237
H (0.509, 3.752, -1.191)  0.391
H (2.063, 1.302, 0.616)  0.226
H (-0.711, 4.346, -0.240)  0.392
H (-3.259, -1.555, -1.005)  0.246
H (-1.587, 1.010, 0.430)  0.436
H (-3.728, -2.647, 0.261)  0.298
H (4.281, -0.081, 0.572)  0.230
H (-0.087, 1.742, 0.140)  0.443
H (-3.394, -0.808, 0.407)  0.224

Values from the calculation:
HOMO-LUMO gap ... 8.8 eV
Net charge ... +1
LUMO energy ... -4.2 eV
E ... -12383.0140 eV
HOMO level ... -0.477 Eh

Entry from the Open Molecules 2025 dataset: a gas-phase ion, C6H13N4 (charge +1) in a non-equilibrium geometry (wB97M-V/def2-TZVPD).

Each line ends with the natural charge from an NBO analysis.
Positions of all 23 atoms, in Å:
N (-0.861, 0.698, 0.438)  -0.576
N (0.838, -1.139, -1.303)  -0.179
N (-0.197, -1.778, -1.199)  0.062
N (-0.759, -1.648, 0.023)  -0.312
C (1.258, -0.557, -0.013)  -0.148
C (0.970, 1.819, -0.698)  -0.445
C (-2.035, -2.302, -0.069)  -0.422
C (-0.039, 1.928, 0.515)  -0.237
C (-0.083, -0.693, 0.786)  0.124
C (1.973, 0.799, -0.203)  -0.404
H (-0.925, 0.496, -0.617)  0.455
H (-2.150, -3.156, 0.600)  0.224
H (-0.042, -0.842, 1.828)  0.245
H (2.346, 1.180, 0.792)  0.225
H (0.413, 1.677, -1.712)  0.240
H (-0.769, 2.771, 0.478)  0.242
H (-2.832, -1.644, 0.240)  0.193
H (-2.227, -2.615, -1.118)  0.266
H (1.524, 2.789, -0.859)  0.263
H (2.824, 0.737, -0.856)  0.263
H (-1.708, 0.763, 1.018)  0.447
H (0.526, 1.901, 1.501)  0.224
H (1.957, -1.184, 0.428)  0.250

Values from the calculation:
HOMO-LUMO gap ... 10.3 eV
Net charge ... +1
LUMO energy ... -3.2 eV
E ... -12384.0339 eV
SMILES ... CN1N=N[C@H]2CCC[NH2+][C@H]21
HOMO level ... -0.497 Eh

Entry from the Open Molecules 2025 dataset: a gas-phase ion, C6H13N4O (charge +1) in a non-equilibrium geometry (wB97M-V/def2-TZVPD).

Each line ends with the natural charge from an NBO analysis.
Positions of all 24 atoms, in Å:
O (-4.913, 0.672, -0.360)  -0.642
N (1.888, -1.005, -0.228)  -0.540
N (-1.633, -0.610, 0.473)  -0.253
N (-0.380, -0.751, -0.328)  -0.317
N (0.867, 1.135, 0.074)  -0.537
C (0.863, -0.176, -0.111)  0.677
C (-2.931, -0.517, -0.120)  -0.195
C (-3.673, 0.565, 0.123)  0.208
C (1.956, 2.090, 0.077)  -0.424
C (-0.940, -1.850, 0.393)  -0.063
C (3.314, -0.750, -0.253)  -0.420
H (1.634, -1.954, -0.469)  0.424
H (-3.288, -1.331, -0.732)  0.207
H (-5.361, 1.468, -0.052)  0.502
H (2.641, 1.911, -0.750)  0.221
H (2.503, 2.066, 1.021)  0.217
H (-3.281, 1.369, 0.737)  0.180
H (1.530, 3.083, -0.045)  0.240
H (-0.437, -2.181, 1.298)  0.202
H (3.820, -1.617, 0.168)  0.236
H (3.667, -0.610, -1.278)  0.220
H (-0.054, 1.522, 0.232)  0.431
H (-1.363, -2.648, -0.213)  0.206
H (3.570, 0.118, 0.344)  0.222

Values from the calculation:
HOMO-LUMO gap ... 9.6 eV
Net charge ... +1
LUMO energy ... -2.5 eV
E ... -14431.7814 eV
SMILES ... CN/C(=[NH+]\C)N1CN1/C=C/O
HOMO level ... -0.447 Eh